1.
Entry from the Open Molecules 2025 dataset: a structure of composition BrCu (ωB97M-V/def2-TZVPD).

Output
- LUMO energy (alpha / beta): -6.778 / -9.476 eV
- 2S+1: 2
- Total charge: +1
- HOMO energy (alpha / beta): -17.03 / -16.70 eV
- Energy above the lowest of the compared OMol25 structures with the same formula, charge and spin: 0.073 eV

Geometry as XYZ:
```
2
BrCu (ωB97M-V/def2-TZVPD)
Cu 1.07 -0.50 0.49
Br -1.07 0.50 -0.49
```

2.
Entry from the Open Molecules 2025 dataset: an isolated molecule of C3H5NOS2 at a distorted geometry (ωB97M-V/def2-TZVPD).

Output
- LUMO energy: -1.015 eV
- 2S+1: 1
- Total charge: 0
- HOMO energy: -9.11 eV
- Energy above the lowest of the compared OMol25 structures with the same formula, charge and spin: 1.677 eV
- Structure (SMILES): CN(S)C(=O)C=S

Geometry as XYZ:
```
12
C3H5NOS2 (ωB97M-V/def2-TZVPD)
C 1.44 1.76 0.98
C 0.59 -0.35 0.19
C -0.57 -1.26 -0.18
H 2.33 1.72 0.30
H 1.67 1.35 1.94
H 1.01 2.79 1.08
H -1.71 1.61 1.54
H -1.53 -1.04 0.38
N 0.31 0.98 0.53
O 1.77 -0.70 0.32
S -1.18 1.73 0.32
S -0.51 -2.26 -1.41
```

3.
Entry from the Open Molecules 2025 dataset: a structure of composition C5H10O3Sc at a distorted geometry (ωB97M-V/def2-TZVPD).

Output
- LUMO energy: -5.275 eV
- 2S+1: 1
- Total charge: +1
- HOMO energy: -12.16 eV
- Energy above the lowest of the compared OMol25 structures with the same formula, charge and spin: 0.000 eV

Geometry as XYZ:
```
19
C5H10O3Sc (ωB97M-V/def2-TZVPD)
O 1.54 0.88 0.49
C 2.85 0.96 0.54
C 3.71 -0.04 0.23
O -0.37 -2.28 0.14
C -1.49 -2.37 -0.67
C -2.52 -1.29 -0.32
O -1.81 -0.06 -0.21
C -2.62 1.08 0.03
Sc 0.11 -0.46 0.58
H 3.28 1.94 0.82
H 4.78 0.10 0.39
H 3.37 -0.95 -0.27
H -2.00 -3.35 -0.58
H -1.23 -2.25 -1.74
H -3.00 -1.51 0.65
H -3.30 -1.20 -1.09
H -1.95 1.94 0.18
H -3.27 1.26 -0.83
H -3.24 0.93 0.93
```

Q: Among the records above, which one has the highest 2S+1?
A: BrCu

Q: Look up the total charge of the third one.
A: +1